No. 1
Formula: C5H10O2
Source: the OMol25 dataset
Level of theory: the ωB97M-V functional and the def2-TZVPD basis

Last column: Löwdin charge in e.
Positions of all 17 atoms, in Å:
C: -0.039 2.476 1.387  -0.08
C: 1.244 1.754 1.015  -0.26
O: 1.039 0.441 0.529  -0.11
C: 0.043 -1.766 -0.949  -0.13
C: -0.753 -3.032 -0.995  -0.10
C: -0.488 -0.556 -0.822  -0.16
O: 0.276 0.582 -0.701  -0.09
H: -0.659 1.841 2.029  0.08
H: 0.193 3.399 1.928  0.08
H: -0.612 2.733 0.494  0.07
H: 1.834 2.331 0.291  0.12
H: 1.868 1.575 1.898  0.13
H: 1.128 -1.848 -0.971  0.12
H: -0.510 -3.624 -1.884  0.07
H: -0.519 -3.656 -0.125  0.08
H: -1.829 -2.833 -0.989  0.07
H: -1.562 -0.370 -0.796  0.12

Summary:
DFT total energy = -346.8572 hartree
Energy above the lowest of the compared OMol25 structures with the same formula, charge and spin = 441.8 kJ/mol
Structure (SMILES) = C/C=C/OOCC
2S+1 = 1

=====

No. 2
Formula: C5H10O2
Source: the OMol25 dataset
Level of theory: the ωB97M-V functional and the def2-TZVPD basis

Last column: Löwdin charge in e.
Positions of all 17 atoms, in Å:
C: 2.673 0.174 0.017  -0.10
O: 1.369 0.512 -0.397  -0.14
C: 0.400 -0.230 0.272  -0.31
C: -0.057 0.207 1.665  -0.03
C: -0.908 0.381 0.480  -0.18
C: -2.007 0.853 -0.078  -0.15
O: -2.279 0.828 -1.411  -0.02
H: 2.891 -0.890 -0.166  0.09
H: 2.821 0.381 1.086  0.09
H: 3.363 0.785 -0.570  0.09
H: 0.460 -1.309 0.089  0.15
H: -0.293 -0.562 2.399  0.10
H: 0.422 1.097 2.072  0.11
H: -2.219 -2.373 -1.332  0.05
H: -2.440 -1.667 -1.411  0.02
H: -2.818 1.308 0.484  0.13
H: -1.488 0.503 -1.867  0.10

Summary:
DFT total energy = -346.8652 hartree
Energy above the lowest of the compared OMol25 structures with the same formula, charge and spin = 420.8 kJ/mol
Structure (SMILES) = CO[C@H]1C/C1=C/O.[H][H]
2S+1 = 1

=====

No. 3
Formula: C5H10O2
Source: the OMol25 dataset
Level of theory: the ωB97M-V functional and the def2-TZVPD basis

Last column: Löwdin charge in e.
Positions of all 17 atoms, in Å:
O: 1.220 -1.220 2.218  -0.06
C: 1.887 -0.078 -0.804  0.00
C: 0.615 -0.347 -1.091  -0.16
C: -0.587 0.504 -0.787  -0.25
C: -1.879 -0.251 -0.430  -0.16
O: -2.044 0.497 0.778  -0.10
C: -0.773 1.135 0.611  -0.15
H: 1.526 -0.323 2.042  0.02
H: 2.674 -0.785 -1.053  0.06
H: 2.203 0.851 -0.330  0.07
H: 0.883 -1.502 1.358  0.02
H: 0.394 -1.288 -1.598  0.11
H: -0.754 1.237 -1.584  0.14
H: -1.726 -1.323 -0.232  0.12
H: -2.727 -0.130 -1.113  0.12
H: -0.858 2.227 0.648  0.12
H: -0.056 0.796 1.368  0.09

Summary:
DFT total energy = -346.9157 hartree
Energy above the lowest of the compared OMol25 structures with the same formula, charge and spin = 288.1 kJ/mol
Structure (SMILES) = C=CC1COC1.O
2S+1 = 1

=====

No. 4
Formula: C5H10O2
Source: the OMol25 dataset
Level of theory: the ωB97M-V functional and the def2-TZVPD basis

Last column: Löwdin charge in e.
Positions of all 17 atoms, in Å:
C: -1.615 0.211 0.443  -0.26
O: -2.863 0.790 0.127  -0.07
C: -0.536 0.540 -0.606  -0.19
C: 0.349 -0.619 -1.022  -0.19
C: 1.494 -0.955 -0.033  -0.15
C: 1.829 0.142 0.949  -0.29
O: 1.360 0.238 2.053  0.05
H: -1.228 0.498 1.421  0.11
H: -1.789 -0.866 0.483  0.12
H: -2.947 1.695 0.447  0.09
H: -0.980 0.967 -1.509  0.11
H: 0.086 1.341 -0.206  0.10
H: -0.230 -1.522 -1.203  0.11
H: 0.813 -0.344 -1.973  0.11
H: 1.248 -1.817 0.589  0.12
H: 2.416 -1.180 -0.574  0.11
H: 2.592 0.880 0.616  0.13

Summary:
DFT total energy = -346.9586 hartree
Energy above the lowest of the compared OMol25 structures with the same formula, charge and spin = 175.5 kJ/mol
Structure (SMILES) = O=CCCCCO
2S+1 = 1

=====

No. 5
Formula: C5H10O2
Source: the OMol25 dataset
Level of theory: the ωB97M-V functional and the def2-TZVPD basis

Last column: Löwdin charge in e.
Positions of all 17 atoms, in Å:
C: 0.537 2.097 -0.622  -0.06
C: -0.215 1.013 0.137  -0.46
O: -1.368 0.583 -0.572  -0.04
C: 0.698 -0.163 0.487  -0.17
C: -0.069 -1.330 1.084  -0.24
C: -0.795 -2.301 0.247  -0.09
O: -0.568 -2.191 -1.058  0.01
H: 1.381 2.477 -0.034  0.08
H: 0.935 1.696 -1.563  0.08
H: -0.131 2.931 -0.858  0.08
H: -0.615 1.435 1.069  0.15
H: -1.069 0.047 -1.321  0.08
H: 1.228 -0.496 -0.417  0.12
H: 1.461 0.176 1.198  0.12
H: -0.841 -1.018 1.800  0.12
H: 0.581 -2.013 1.656  0.12
H: -1.151 -2.943 -1.234  0.09

Summary:
DFT total energy = -346.8908 hartree
Energy above the lowest of the compared OMol25 structures with the same formula, charge and spin = 353.6 kJ/mol
2S+1 = 1

=====

No. 6
Formula: C5H10O2
Source: the OMol25 dataset
Level of theory: the ωB97M-V functional and the def2-TZVPD basis

Last column: Löwdin charge in e.
Positions of all 17 atoms, in Å:
C: -0.696 1.502 1.245  -0.09
C: 0.531 0.918 0.546  -0.19
O: -0.607 -1.772 1.106  -0.03
C: -0.388 -2.242 0.012  -0.18
C: 1.165 -0.607 -1.318  0.00
C: 0.338 0.319 -0.824  -0.45
O: -0.712 0.742 -1.571  0.05
H: -0.382 2.018 2.154  0.08
H: -1.413 0.731 1.532  0.08
H: -1.204 2.258 0.641  0.07
H: 0.994 0.169 1.192  0.11
H: -1.056 -2.079 -0.854  0.09
H: 0.447 -2.943 -0.172  0.09
H: 2.015 -0.938 -0.733  0.08
H: 1.038 -1.008 -2.317  0.08
H: 1.266 1.706 0.376  0.12
H: -1.334 1.225 -1.014  0.09

Summary:
DFT total energy = -346.9336 hartree
Energy above the lowest of the compared OMol25 structures with the same formula, charge and spin = 241.1 kJ/mol
Structure (SMILES) = C=C(O)CC.C=O
2S+1 = 1

=====

Sequential HOMO level output: -9.103, -8.901, -9.854, -9.910, -8.465, -8.810 eV